ORCA calculation (wB97M-V/def2-TZVPD) on a structure of composition C25H31FeN6O4S3.

ORCA input file:
```
! wB97M-V def2-TZVPD RIJCOSX def2/J DEFGRID3
* xyz 2 6
Fe 0.127 0.871 -0.175
S 1.933 1.479 0.992
S -4.628 0.229 -0.882
S -2.314 4.018 -2.686
O -4.146 1.052 -1.959
O -1.171 0.053 0.801
O -6.020 0.079 -0.620
O -1.705 -1.920 1.735
N 0.440 0.052 -2.086
N 0.219 0.313 -4.256
N 3.530 0.849 2.967
N -3.956 0.904 0.458
N 3.323 3.143 2.448
N -0.820 2.406 -1.435
C -1.572 3.469 -1.273
C 1.579 -1.714 -4.991
C -1.573 2.767 -3.569
C 2.284 -2.771 -4.455
C -0.822 1.999 -2.749
C -0.062 0.806 -3.047
C 5.915 0.690 3.705
C 4.136 3.845 3.467
C -3.899 -1.367 -1.048
C 2.386 -2.961 -3.066
C -4.173 0.294 1.775
C -2.330 -2.804 -2.140
C -2.845 -3.904 -1.459
C -2.842 -1.534 -1.931
C 4.454 0.801 4.120
C 1.099 -1.011 -2.708
C 1.799 -2.088 -2.175
C -1.869 -0.740 1.673
C 3.054 1.868 2.287
C 0.978 -0.847 -4.086
C -2.871 0.012 2.544
C -4.423 -2.447 -0.347
C -3.884 -3.705 -0.553
C 3.321 4.179 4.710
C -2.311 -5.289 -1.705
H -5.278 -2.313 0.305
H -4.798 0.954 2.374
H -2.476 -0.674 -2.477
H 2.796 3.751 1.843
H -3.098 -0.603 3.408
H 1.519 -1.559 -6.062
H 1.885 -2.227 -1.103
H 2.946 -3.811 -2.697
H 6.113 -0.258 3.205
H -1.672 -5.611 -0.879
H 5.012 3.253 3.709
H 2.470 4.812 4.453
H -1.757 2.643 -4.628
H 2.779 -3.467 -5.121
H 6.213 1.503 3.040
H 4.295 1.669 4.750
H 4.169 -0.072 4.699
H 6.537 0.741 4.600
H -4.733 -0.627 1.631
H -4.296 -4.555 -0.022
H -1.528 -2.950 -2.857
H 3.241 -0.050 2.619
H 2.944 3.277 5.198
H -1.707 3.967 -0.321
H -0.034 0.736 -5.136
H -1.725 -5.337 -2.622
H -3.127 -6.008 -1.770
H 4.485 4.759 2.995
H -2.397 0.945 2.857
H 3.944 4.715 5.427
H -3.061 1.325 0.298
*
```

## Properties
E_HOMO (spin up / spin down)	-13.29 / -13.28	eV
⟨S²⟩	8.771
energy	-110439.034	eV

Charges in e, computed with Mulliken, in the same order as the atoms:
1 Fe -0.62
2 S 0.01
3 S 1.21
4 S -0.03
5 O -0.59
6 O 0.03
7 O -0.69
8 O -0.47
9 N 0.29
10 N 0.03
11 N -0.08
12 N -0.11
13 N -0.11
14 N 0.21
15 C -0.09
16 C -1.10
17 C -0.19
18 C -0.51
19 C 0.15
20 C 0.11
21 C -1.01
22 C -0.48
23 C 0.07
24 C -0.70
25 C -0.59
26 C -0.73
27 C 0.73
28 C -0.14
29 C -0.43
30 C 0.30
31 C -0.79
32 C 0.57
33 C 0.68
34 C 0.87
35 C -0.61
36 C -0.64
37 C -0.86
38 C -0.97
39 C -1.55
40 H 0.49
41 H 0.40
42 H 0.61
43 H 0.23
44 H 0.37
45 H 0.45
46 H 0.43
47 H 0.45
48 H 0.36
49 H 0.31
50 H 0.11
51 H 0.35
52 H 0.39
53 H 0.44
54 H 0.28
55 H 0.07
56 H 0.42
57 H 0.34
58 H 0.23
59 H 0.45
60 H 0.43
61 H 0.24
62 H 0.27
63 H 0.43
64 H 0.24
65 H 0.38
66 H 0.41
67 H 0.42
68 H 0.32
69 H 0.35
70 H 0.14


ORCA calculation (wB97M-V/def2-TZVPD) on an isolated molecule of C25H34N4O2.

ORCA input file:
```
! wB97M-V def2-TZVPD RIJCOSX def2/J DEFGRID3
* xyz 0 1
O 1.953 -1.738 -0.133
O -3.811 0.573 -2.123
N -4.539 -0.914 0.787
N 0.257 -0.311 0.389
N -5.914 0.618 1.806
N -6.724 0.202 -1.059
C -3.224 -2.583 -0.232
C -6.005 1.412 -1.412
C 4.704 1.656 0.566
C -7.097 -0.105 1.409
C -3.312 -1.340 0.424
C -2.005 -3.056 -0.633
C -7.661 0.331 0.043
C 6.203 1.497 0.320
C 2.472 0.550 0.504
C -0.840 -2.315 -0.424
C 6.753 0.388 1.215
C -5.026 1.137 -2.556
C 4.537 -0.762 1.141
C 6.272 -1.286 -0.573
C 6.445 1.138 -1.144
C 3.973 0.345 0.245
C 5.728 -0.172 -1.465
C -2.310 0.646 1.350
C -3.550 1.049 1.737
C 6.036 -0.921 0.891
C -4.669 0.230 1.422
C -2.134 -0.579 0.661
C 1.571 -0.642 0.205
C -0.889 -1.088 0.203
C 4.229 -0.012 -1.222
H 6.425 -1.719 1.534
H -6.029 1.567 2.122
H 4.313 2.462 -0.061
H -1.931 -4.012 -1.130
H 4.025 -1.699 0.924
H 6.071 1.936 -1.790
H -8.009 1.367 0.090
H -8.527 -0.305 -0.173
H -3.702 1.977 2.268
H 5.896 -0.431 -2.517
H -6.814 -1.158 1.355
H 7.341 -1.423 -0.756
H -7.862 0.026 2.179
H 0.079 0.635 0.694
H -5.435 1.857 -0.578
H 2.121 1.391 -0.103
H -5.516 0.491 -3.296
H -1.465 1.278 1.592
H 3.716 -0.943 -1.463
H -4.133 -3.141 -0.394
H 4.361 -0.512 2.191
H -3.994 -0.265 -1.682
H -6.073 -0.549 -0.842
H -6.744 2.146 -1.748
H 6.601 0.647 2.266
H 3.830 0.775 -1.868
H 4.530 1.932 1.610
H 0.107 -2.702 -0.759
H 7.827 0.277 1.051
H 7.517 1.033 -1.329
H -4.749 2.078 -3.037
H 2.327 0.816 1.556
H 6.710 2.442 0.554
H 5.766 -2.225 -0.805
*
```

## Properties
structure (SMILES)	O=C(C[C@]12C[C@H]3C[C@H](C[C@H](C3)C1)C2)Nc1cccc2nc(NCCNCCO)ccc12
E_HOMO	-7.85	eV
energy	-36534.438	eV

Charges in e, computed with Mulliken, in the same order as the atoms:
1 O -0.66
2 O -0.46
3 N -0.17
4 N -0.01
5 N -0.08
6 N -0.40
7 C -0.31
8 C -0.16
9 C -1.61
10 C -0.68
11 C -1.33
12 C -0.93
13 C -0.79
14 C 0.53
15 C -2.74
16 C -0.44
17 C -1.53
18 C -0.78
19 C -1.53
20 C -1.35
21 C -1.52
22 C 2.35
23 C 0.51
24 C -0.77
25 C -0.99
26 C 0.54
27 C 0.55
28 C 1.69
29 C 0.65
30 C 0.37
31 C -1.54
32 H 0.25
33 H 0.26
34 H 0.46
35 H 0.37
36 H 0.49
37 H 0.49
38 H 0.42
39 H 0.36
40 H 0.36
41 H 0.25
42 H 0.31
43 H 0.49
44 H 0.38
45 H 0.18
46 H 0.13
47 H 0.64
48 H 0.31
49 H 0.34
50 H 0.52
51 H 0.50
52 H 0.42
53 H 0.30
54 H 0.25
55 H 0.50
56 H 0.48
57 H 0.41
58 H 0.47
59 H 0.53
60 H 0.51
61 H 0.51
62 H 0.38
63 H 0.57
64 H 0.27
65 H 0.49


ORCA calculation (wB97M-V/def2-TZVPD) on the ion C5H13NO5P with charge -1.

ORCA input file:
```
! wB97M-V def2-TZVPD RIJCOSX def2/J DEFGRID3
* xyz -1 1
P 2.042 0.371 0.091
O -0.328 2.383 0.806
O 2.327 -0.790 1.005
O 0.846 -2.129 -0.887
O 2.355 1.787 0.545
O 2.669 0.207 -1.308
N -0.170 0.844 -1.704
C -2.209 1.111 0.274
C 0.090 0.260 -0.355
C -0.776 1.055 0.710
C -0.213 -1.362 -0.437
C -0.644 -1.827 0.957
H 2.656 -0.782 -1.397
H 0.364 1.796 -1.740
H -1.133 -1.603 -1.024
H 1.607 -1.929 -0.324
H 0.720 2.380 0.660
H 0.337 0.343 -2.317
H -2.283 1.438 -0.698
H -1.702 -1.728 1.207
H -0.077 -1.247 1.801
H -0.483 -2.948 1.079
H -2.691 0.125 0.283
H -0.686 0.528 1.701
H -2.618 1.715 1.070
*
```

## Properties
structure (SMILES)	C[C@H](O)C(N)([C@H](C)O)[P@](=O)([O-])O
E_HOMO	-4.86	eV
energy	-26415.929	eV

Charges in e, computed with Mulliken, in the same order as the atoms:
1 P 0.85
2 O -0.67
3 O -0.75
4 O -0.64
5 O -0.87
6 O -0.53
7 N -0.80
8 C -1.61
9 C 0.34
10 C 0.42
11 C -0.23
12 C -1.26
13 H 0.46
14 H 0.33
15 H 0.45
16 H 0.41
17 H 0.46
18 H 0.34
19 H 0.41
20 H 0.33
21 H 0.22
22 H 0.33
23 H 0.31
24 H 0.27
25 H 0.41


ORCA calculation (wB97M-V/def2-TZVPD) on a structure of composition C26H31N8O2PReS2Se2.

ORCA input file:
```
! wB97M-V def2-TZVPD RIJCOSX def2/J DEFGRID3
* xyz 2 2
Re 0.711 0.757 -0.088
Se 2.664 -0.018 0.899
Se 1.373 0.104 -2.330
S 2.469 5.104 0.099
S -5.228 4.816 2.469
P -0.548 -1.301 0.099
O 3.228 -4.023 -1.310
O 4.449 0.606 -1.304
N -2.672 -2.486 1.358
N -2.354 -3.016 -1.002
N -1.195 1.655 -0.730
N -0.196 1.551 1.752
N -3.969 4.208 3.264
N 1.448 2.833 -0.370
N -4.873 4.326 0.980
N -0.847 -3.947 0.667
C -3.749 3.630 1.062
C -2.004 2.851 2.660
C 2.422 -1.549 -2.281
C -3.552 3.009 -1.358
C -1.837 -3.638 1.697
C 3.448 -1.616 0.101
C -0.280 2.034 4.094
C 3.677 -1.665 -1.414
C -3.229 3.562 2.376
C 1.984 3.561 0.583
C -1.889 2.303 0.234
C -2.834 2.348 -2.329
C 4.772 -0.678 -1.824
C -1.529 -4.156 -0.609
C -1.550 -1.855 -1.348
C -3.077 2.986 -0.043
C 0.188 -2.929 0.563
C 4.226 -3.089 -1.682
C -1.900 -1.253 1.356
C -1.348 2.240 1.586
C 1.420 3.522 -1.557
C -3.310 -2.726 0.064
C -1.452 2.744 3.939
C -1.666 1.680 -1.976
C 1.927 4.776 -1.487
C 0.314 1.454 2.980
H -2.564 -0.409 1.140
H 0.708 -2.827 1.521
H -2.487 -4.506 1.815
H -3.911 -1.857 -0.213
H 2.822 -2.451 0.414
H 1.732 -2.357 -2.039
H -3.158 2.332 -3.359
H 4.857 -0.646 -2.915
H -0.880 -2.087 -2.180
H -4.468 3.537 -1.586
H -2.176 -5.029 -0.514
H 2.712 -1.689 -3.324
H -1.330 -3.455 2.646
H -3.973 -3.585 0.168
H 1.032 3.044 -2.443
H 5.171 1.215 -1.497
H -1.089 1.142 -2.718
H 2.120 3.206 1.593
H 0.919 -3.246 -0.187
H 4.477 -3.184 -2.745
H 5.731 -1.019 -1.419
H 4.407 -1.719 0.612
H 0.185 1.918 5.062
H 1.232 0.888 3.076
H -1.950 3.212 4.777
H -2.204 -1.041 -1.671
H 5.139 -3.242 -1.096
H 3.563 -4.916 -1.440
H -0.791 -4.356 -1.388
H -1.472 -1.087 2.349
H 2.012 5.501 -2.278
*
```

## Properties
E_HOMO (spin up / spin down)	-12.98 / -13.11	eV
⟨S²⟩	0.821
energy	-207251.583	eV

Charges in e, computed with Mulliken, in the same order as the atoms:
1 Re -0.86
2 Se -0.01
3 Se -0.07
4 S -0.08
5 S 0.22
6 P 3.09
7 O -0.50
8 O -0.37
9 N 0.18
10 N 0.18
11 N 0.54
12 N 0.73
13 N -0.67
14 N 0.70
15 N -0.67
16 N 0.16
17 C 0.63
18 C 0.57
19 C -1.31
20 C -0.72
21 C -0.92
22 C -1.49
23 C -0.90
24 C 2.04
25 C 0.69
26 C -0.30
27 C -0.33
28 C -0.99
29 C -1.58
30 C -0.90
31 C -1.28
32 C 0.61
33 C -1.37
34 C -1.42
35 C -1.35
36 C -0.22
37 C -0.80
38 C -0.92
39 C -0.76
40 C -0.49
41 C -0.36
42 C -0.60
43 H 0.40
44 H 0.52
45 H 0.34
46 H 0.39
47 H 0.67
48 H 0.42
49 H 0.51
50 H 0.44
51 H 0.39
52 H 0.59
53 H 0.33
54 H 0.62
55 H 0.38
56 H 0.29
57 H 0.38
58 H 0.29
59 H 0.50
60 H 0.34
61 H 0.33
62 H 0.49
63 H 0.53
64 H 0.56
65 H 0.50
66 H 0.49
67 H 0.59
68 H 0.50
69 H 0.49
70 H 0.36
71 H 0.38
72 H 0.40
73 H 0.46